# C19H14BrIrN6O7

A structure of composition C19H14BrIrN6O7 in a non-equilibrium geometry (ωB97M-V/def2-TZVPD, the OMol25 dataset).

```
! RIJCOSX wB97M-V def2-TZVPD def2/J DEFGRID3
* xyz -1 2
Ir 1.132 0.298 0.087
N 2.120 0.672 -2.030
C 1.155 1.115 -3.022
C 0.198 2.146 -2.400
O -0.264 3.071 -3.048
N -0.079 1.890 -1.099
C -0.536 2.908 -0.301
C 0.878 3.590 0.482
O 0.647 4.705 0.856
O 1.804 2.809 0.485
H 2.798 1.397 -1.814
H 2.602 -0.179 -2.300
H 0.567 0.253 -3.355
H 1.625 1.574 -3.904
H -1.133 2.559 0.539
H -0.966 3.765 -0.822
O 4.691 -0.766 2.362
C 3.642 -0.357 1.889
O 3.288 -0.297 0.689
C 2.614 0.244 2.886
C 2.850 0.247 4.255
C 1.967 0.926 5.074
C 0.899 1.596 4.493
C 0.717 1.503 3.124
N 1.553 0.826 2.357
H 3.708 -0.291 4.625
H 2.102 0.936 6.148
H 0.217 2.183 5.086
H -0.119 1.983 2.636
Br -5.684 -2.657 -2.457
C -3.792 -2.514 -2.328
C -3.221 -1.291 -2.028
C -1.844 -1.205 -1.935
C -1.058 -2.327 -2.142
C -1.648 -3.541 -2.464
C -3.024 -3.641 -2.556
C 0.468 -2.245 -2.006
O 1.136 -2.735 -2.907
O 0.869 -1.710 -0.940
H -3.832 -0.416 -1.866
H -1.377 -0.264 -1.690
H -1.027 -4.404 -2.644
H -3.502 -4.581 -2.795
N -0.743 -0.222 1.030
C -1.599 -1.024 1.105
N -2.450 -1.919 1.177
C -3.641 -2.149 1.574
N -4.706 -2.464 1.893
*
```

Calculated values
Orbital gap (alpha / beta) in eV: 5.4 / 5.4
E_LUMO (alpha / beta) in eV: -0.25 / -0.33
Energy above the lowest of the compared OMol25 structures with the same formula, charge and spin in kcal/mol: 140.5
E_tot in eV: -116083.296

# C5H6O

The molecule C5H6O in a non-equilibrium geometry (ωB97M-V/def2-TZVPD, the OMol25 dataset).

```
! RIJCOSX wB97M-V def2-TZVPD def2/J DEFGRID3
* xyz 0 1
C -1.136 -0.607 1.027
C 0.209 -0.515 1.213
C 0.840 -0.248 -0.121
C 0.475 1.109 -0.688
C -0.322 -0.069 -1.081
O -1.494 -0.504 -0.333
H -1.932 -0.823 1.794
H 0.792 -0.608 2.145
H 1.713 -0.788 -0.344
H 1.162 1.506 -1.438
H 0.074 1.921 -0.019
H -0.381 -0.373 -2.155
*
```

Calculated values
Orbital gap in eV: 9.6
E_LUMO in eV: 1.15
Structure (SMILES): C1=C[C@@H]2C[C@@H]2O1
Energy above the lowest of the compared OMol25 structures with the same formula, charge and spin in kcal/mol: 42.8
E_tot in eV: -7327.428